DFT (wB97M-V/def2-TZVPD) results for a molecular structure, C5H12BN.

net charge = 0
F_max = 5.44 eV/Å
M = 96.97 g mol⁻¹
HOMO-LUMO gap = 9.72 eV
LUMO energy = 0.77 eV
total energy = -277.24883 hartree

XYZ file:
```
19
Properties=species:S:1:pos:R:3:forces:R:3
N -0.5740 -0.4522 -0.0438 0.01 2.22 0.58
C 0.1021 2.4674 0.1081 1.69 -4.21 2.99
C -0.5625 -1.8596 0.3287 -1.59 0.94 -1.67
C 2.3948 -1.0339 -0.3833 1.32 1.18 1.78
C -1.9096 0.0432 -0.4036 -0.76 1.85 -0.54
C 1.9278 -0.0809 0.4429 -0.10 1.21 -0.08
B 0.4470 0.4832 0.2904 -0.93 1.46 -1.32
H -2.7400 -0.2772 0.2959 1.02 0.14 -0.62
H 1.1560 2.6790 0.1865 0.27 0.79 -0.31
H -1.9796 1.2371 -0.5039 0.49 -2.86 0.51
H -0.3026 2.6281 -0.8330 -0.73 0.51 -1.60
H 3.4355 -1.4473 -0.3594 -1.13 0.52 -0.22
H -0.4186 2.9251 0.9735 0.06 -0.45 -0.72
H 0.3821 -2.1720 0.5780 2.24 -0.68 0.36
H -2.1177 -0.3236 -1.4228 -0.34 -0.05 0.38
H -1.1291 -1.8758 1.2145 -1.22 -0.85 1.07
H 2.5613 0.5339 1.0899 0.29 -0.73 0.14
H 1.6754 -1.3152 -1.0836 -0.61 -1.25 -1.31
H -0.9665 -2.4932 -0.4865 0.02 0.26 0.57
```
Positions in Å, forces in eV/Å.

DFT (wB97M-V/def2-TZVPD) results for a single C4H12N6 molecule.

net charge = 0
F_max = 2.39 eV/Å
M = 144.18 g mol⁻¹
HOMO-LUMO gap = 8.40 eV
LUMO energy = 0.91 eV
total energy = -488.06487 hartree

XYZ file:
```
22
Properties=species:S:1:pos:R:3:forces:R:3
N -0.6598 0.9267 0.7249 2.37 0.27 0.19
N -1.8246 -2.2050 -0.5016 -0.13 -0.22 -0.28
N 0.7468 0.8283 0.2611 -1.59 0.87 0.46
N 1.1538 -2.1395 -0.2137 0.14 0.37 0.70
N 0.5777 -0.7558 -2.0507 0.30 -0.19 0.12
N -1.4531 -0.0881 0.3273 -0.95 -1.07 -0.54
C 1.6485 0.7258 1.3932 -0.24 0.20 0.12
C -1.0037 -1.1206 -0.2730 0.38 0.96 0.66
C 0.4074 -1.2764 -0.7827 -0.28 -1.11 -1.13
C -1.2836 2.2237 0.6054 0.18 -0.09 0.11
H -1.3137 2.5829 -0.4272 -0.04 0.11 -0.20
H -0.7390 2.9354 1.2278 -0.02 0.01 -0.08
H 2.6738 0.7200 1.0257 0.05 -0.07 -0.05
H 1.5363 1.5514 2.1066 0.02 -0.08 0.02
H -2.6836 -2.1758 0.0311 0.16 -0.08 -0.02
H 1.5094 -0.7758 -2.4499 -0.51 0.13 -0.03
H -2.3038 2.1303 0.9763 0.08 0.04 -0.04
H -0.1511 -0.1862 -2.4508 0.37 0.05 0.05
H 1.4408 -0.2191 1.8918 0.11 -0.01 0.05
H 2.0796 -2.2235 -0.6271 -0.11 -0.06 -0.30
H -1.3264 -3.0844 -0.4592 -0.12 0.07 0.03
H 0.9683 1.6256 -0.3354 -0.16 -0.12 0.14
```
Positions in Å, forces in eV/Å.